# C3H11NO2S

A cluster of 2 separate species, C3H11NO2S in total (ωB97M-V/def2-TZVPD, the Open Molecules 2025 dataset).

Output
Total charge: 0
2S+1: 1
E_HOMO in eV: -9.118
SMILES: OCNCCS.O

```
18
Properties=species:S:1:pos:R:3:forces:R:3:mulliken_charge:R:1
O 1.8566 0.7358 2.3794 -0.2 -0.3 -0.4 -0.53
C 1.2056 1.3388 1.2543 0.1 -0.6 1.0 -0.35
N 0.4868 0.3959 0.4424 -0.3 0.0 -0.4 -0.20
C -0.9277 0.5878 0.2225 -0.4 0.0 -0.5 -0.62
C -1.5244 -0.6107 -0.5067 -0.7 0.9 -0.3 -0.67
S -3.0645 -0.0298 -1.3433 0.2 -0.1 0.2 -0.24
H 2.4140 0.0266 2.0341 0.1 0.2 0.2 0.30
H 1.9652 1.8692 0.6940 0.1 0.2 -0.4 0.29
H 0.5110 2.0380 1.7126 -0.1 0.2 -0.2 0.28
H 0.7348 -0.5748 0.5406 0.2 0.0 0.4 0.20
H -1.0803 1.4684 -0.4014 0.1 0.2 -0.1 0.35
H -1.5752 0.7610 1.0898 0.4 0.0 0.5 0.32
H -1.8434 -1.3428 0.2180 0.3 -0.5 0.0 0.38
H -0.8622 -0.9741 -1.2821 0.2 -0.3 0.1 0.36
H -3.7959 -1.1255 -1.1136 0.0 0.0 0.0 0.13
O 3.9288 -1.8960 -0.8898 0.0 0.5 -0.3 -0.64
H 3.1618 -1.3201 -1.0158 0.1 -0.2 0.1 0.31
H 4.5774 -1.5167 -1.5019 -0.1 -0.2 0.2 0.33
```
Forces are in eV/Å.

# C3H11NO2S

A cluster of 2 separate species, C3H11NO2S in total (ωB97M-V/def2-TZVPD, the Open Molecules 2025 dataset).

Output
Total charge: 0
2S+1: 1
E_HOMO in eV: -8.725
SMILES: N[C@H](CO)CS.O

```
18
Properties=species:S:1:pos:R:3:forces:R:3:mulliken_charge:R:1
N 0.7150 1.0742 0.8852 0.5 -0.2 0.4 -0.58
C 0.9444 0.2194 -0.2896 -1.0 1.5 0.3 0.37
C 0.1136 0.8467 -1.4728 1.1 -1.3 -0.1 -0.54
O -0.1747 -0.1277 -2.4773 -0.1 -0.3 -0.1 -0.53
C 0.4108 -1.1789 -0.0854 0.5 -0.2 0.2 -0.83
S 0.7956 -2.0597 1.4535 -0.6 -0.3 0.6 -0.23
H -0.1202 0.9046 1.4315 -0.1 -0.2 -0.4 0.22
H 0.7726 2.0630 0.6825 0.0 -0.1 -0.1 0.22
H 2.0208 0.2979 -0.4428 0.0 -0.6 -0.5 0.26
H 0.7123 1.6270 -1.9396 -0.3 0.5 0.3 0.36
H -0.8053 1.1433 -0.9818 -0.3 0.5 -0.3 0.26
H -0.0499 0.1948 -3.3754 0.0 0.2 0.3 0.31
H 0.6313 -1.8074 -0.9415 0.1 0.1 0.0 0.44
H -0.6777 -1.1058 -0.0150 0.0 -0.1 -0.1 0.20
H 2.1151 -2.0194 1.6573 0.2 0.4 -0.5 0.12
O -2.2818 0.2746 1.8340 0.1 0.2 -0.2 -0.64
H -1.9161 -0.6030 1.9760 -0.2 -0.1 0.2 0.30
H -3.2057 0.2564 2.1012 0.1 -0.2 0.0 0.30
```
Forces are in eV/Å.

# C3H11NO2S

A cluster of 2 separate species, C3H11NO2S in total (ωB97M-V/def2-TZVPD, the Open Molecules 2025 dataset).

Output
Total charge: +1
2S+1: 2
E_HOMO (spin up / spin down) in eV: -14.403 / -14.000

```
18
Properties=species:S:1:pos:R:3:forces:R:3:mulliken_charge:R:1
C 1.3511 -0.8464 -0.2914 0.3 0.7 1.4 -0.45
O 2.5496 -0.1529 -0.4701 0.0 -0.1 -1.1 -0.47
C 0.1648 0.0473 -0.6912 -2.7 1.5 1.5 -0.01
C -1.1709 -0.8441 -0.4672 -0.3 -1.6 -0.8 -0.71
S -2.3870 -0.3707 -1.6235 -0.1 -0.6 -0.7 0.02
N -0.1951 1.2928 0.0052 1.4 -0.4 -1.5 -0.33
H 1.2794 -0.9936 0.7824 -0.5 -0.5 0.3 0.34
H 1.2942 -1.8271 -0.8035 0.4 0.8 0.0 0.35
H 2.4038 0.7858 -0.2916 0.2 -0.2 0.2 0.33
H 0.1497 0.3038 -1.7346 0.6 0.1 -0.5 0.42
H -0.9612 -1.9038 -0.7158 0.1 0.5 0.2 0.35
H -1.5917 -0.8140 0.5217 0.4 0.3 0.6 0.45
H -2.6895 0.7728 -1.0475 -0.3 0.7 0.3 0.18
H -0.2966 2.1142 -0.5756 0.2 -0.1 -0.3 0.30
H -0.5247 1.5319 0.9292 0.3 -1.2 0.5 0.24
H 1.9686 1.4525 4.6272 0.1 0.0 -0.1 0.32
H 1.4459 0.0329 4.5532 0.1 0.0 0.0 0.32
O 1.7799 0.7464 3.9999 -0.2 0.0 0.0 -0.64
```
Forces are in eV/Å.

# C3H11NO3

A cluster of 3 separate species, C3H11NO3 in total (ωB97M-V/def2-TZVPD, the Open Molecules 2025 dataset).

Output
Total charge: 0
2S+1: 1
E_HOMO in eV: -10.413
SMILES: CCC(N)=O.O.O

```
18
Properties=species:S:1:pos:R:3:forces:R:3:mulliken_charge:R:1
C -0.6892 1.5262 -1.4284 0.7 -0.5 -0.2 -1.12
C -0.7628 1.0786 0.0512 0.3 -0.1 -0.9 -0.33
C -0.4616 -0.3940 0.1690 0.3 -0.3 0.1 0.48
N -1.4988 -1.2460 0.0224 -0.4 -0.5 0.0 -0.36
O 0.6811 -0.8009 0.3417 -0.1 0.1 0.0 -0.63
H 0.3550 1.5836 -1.7562 -0.1 0.0 0.1 0.30
H -1.1552 0.8236 -2.1312 -0.2 0.2 0.3 0.31
H -1.1077 2.5134 -1.5640 -0.2 0.2 0.0 0.35
H -1.7473 1.3229 0.4299 -0.1 0.1 0.4 0.40
H 0.0487 1.5653 0.5881 -0.4 0.2 0.3 0.18
H -2.4480 -0.9317 -0.0366 0.0 0.2 0.0 0.18
H -1.3733 -2.2490 0.0984 0.3 0.4 0.0 0.24
O 2.8165 -0.8843 -1.7098 -0.3 0.2 0.5 -0.65
H 2.8866 -1.3412 -0.8586 0.1 -0.1 -0.3 0.32
H 2.0865 -0.2852 -1.4920 0.1 -0.1 -0.2 0.33
O 0.6067 -0.6612 3.4342 0.2 0.2 -0.2 -0.63
H 1.1423 -0.1026 2.8494 -0.2 -0.2 0.2 0.32
H 0.6205 -1.5176 2.9923 0.0 0.1 0.0 0.31
```
Forces are in eV/Å.

# C3H11NO3

A structure of composition C3H11NO3 (ωB97M-V/def2-TZVPD, the Open Molecules 2025 dataset).

Output
Total charge: 0
2S+1: 1
E_HOMO in eV: -8.806

```
18
Properties=species:S:1:pos:R:3:forces:R:3:mulliken_charge:R:1
C 1.0039 0.1118 -0.2025 -2.0 1.6 -0.3 0.45
C 2.1005 -0.5789 0.5869 -0.5 0.1 0.2 -1.37
O 1.6213 1.1948 -0.8625 0.4 0.2 -0.3 -0.54
O 0.4640 -0.7755 -1.1928 0.0 -0.4 -0.2 -0.57
H 1.1623 -1.0289 -1.8154 -0.1 0.0 0.1 0.29
H 0.9261 1.7422 -1.2499 0.0 -0.1 0.1 0.30
H -0.3504 -0.6345 1.3972 -2.1 -0.7 1.3 -0.04
H 2.9398 -0.8322 -0.0677 -0.1 0.1 -0.1 0.39
H 2.4664 0.0806 1.3715 0.0 -0.1 0.1 0.28
H 1.7290 -1.5074 1.0156 0.0 0.0 0.1 0.37
C -2.4010 0.2712 0.0373 -0.2 2.3 -1.8 -0.20
N -1.5501 1.2483 0.0118 -1.4 -0.7 -0.1 -0.43
O -2.2430 -0.7988 -0.7107 0.3 -0.6 0.8 -0.46
H -1.3074 -0.8624 -1.0222 0.1 0.1 -0.1 0.52
H -0.1616 0.6860 0.1381 3.4 -1.7 0.2 0.44
H -1.8981 2.1091 0.4129 -0.1 -0.2 0.5 0.14
H -3.4300 0.3783 0.3940 0.3 -0.2 0.4 0.37
H -1.0719 -0.8036 1.7583 2.0 0.2 -0.7 0.05
```
Forces are in eV/Å.

# C3H11NO3

A cluster of 4 separate species, C3H11NO3 in total (ωB97M-V/def2-TZVPD, the Open Molecules 2025 dataset).

Output
Total charge: 0
2S+1: 1
E_HOMO in eV: -8.950
SMILES: C=CN=C.O.O.O

```
18
Properties=species:S:1:pos:R:3:forces:R:3:mulliken_charge:R:1
C 1.0408 -0.9558 0.2531 2.0 0.6 -2.1 -0.58
C 1.8352 -0.1369 -0.4795 -0.4 -1.8 1.2 0.36
N 1.6699 1.2226 -0.7007 -3.5 1.3 -2.9 -0.48
C 0.8017 1.5979 -1.6564 3.0 0.2 4.1 -0.17
H 0.0762 -0.6174 0.3975 -1.7 0.2 1.0 -0.40
H 1.3315 -2.0008 0.3969 -0.2 0.5 0.1 0.31
H 2.7298 -0.6064 -0.7790 1.5 0.1 -0.5 0.38
H 0.4990 2.6583 -1.5854 0.3 -0.6 -0.6 0.28
H 0.4032 0.9210 -2.3719 -0.5 -0.6 -0.4 0.27
O -0.9243 1.3723 1.7887 1.5 -0.6 -2.2 -0.70
H -0.0983 1.1815 1.1733 -2.2 0.8 2.5 0.33
H -0.6974 1.4392 2.7223 0.7 -0.1 -0.4 0.31
O -1.4114 -0.8942 -1.4921 -4.3 1.4 -3.1 -0.62
H -2.3029 -1.1435 -2.0561 3.6 0.7 2.4 0.30
H -1.0310 -1.6789 -1.1758 0.5 -2.0 0.6 0.34
O -1.5764 -1.6357 1.6407 0.1 -0.3 -1.5 -0.60
H -1.7204 -1.7873 2.5578 -0.2 0.3 1.0 0.27
H -1.6492 -0.6938 1.4242 -0.1 -0.1 0.6 0.40
```
Forces are in eV/Å.

# C3H11NO3

A cluster of 2 separate species, C3H11NO3 in total (ωB97M-V/def2-TZVPD, the Open Molecules 2025 dataset).

Output
Total charge: 0
2S+1: 1
E_HOMO in eV: -9.812
SMILES: NC(CO)CO.O

```
18
Properties=species:S:1:pos:R:3:forces:R:3:mulliken_charge:R:1
N -0.7794 -0.2544 -1.1502 -1.4 -4.3 -0.5 -0.50
C -0.3052 -0.8066 0.1199 1.7 1.8 -1.5 0.61
C 1.0807 -1.3714 -0.0074 3.7 -2.2 0.0 -0.79
O 1.2933 -2.4592 -0.9987 -2.1 1.5 -1.5 -0.49
C -0.3442 0.3205 1.1048 1.8 2.6 3.6 -0.65
O -1.6026 0.9530 1.1367 -2.0 -2.0 -1.1 -0.48
H -0.4450 0.6039 -1.3824 1.3 2.9 -0.5 0.19
H -0.5353 -0.9139 -1.9162 -0.5 0.9 0.7 0.20
H -0.9493 -1.6034 0.4121 -0.7 -0.7 0.3 0.07
H 1.3462 -1.9731 0.8698 -0.4 0.5 0.4 0.30
H 2.0553 -0.7616 -0.1424 -2.2 0.3 0.1 0.25
H 0.8422 -2.1811 -1.8641 1.2 -0.6 1.8 0.26
H 0.4053 1.2339 1.0588 -1.0 -2.4 -0.9 0.40
H -0.1939 0.0480 2.1938 0.3 -0.8 -1.2 0.32
H -2.1848 0.1456 0.9420 0.4 2.3 0.4 0.35
O 0.6231 3.0443 -0.0243 -2.1 0.7 0.6 -0.68
H 0.2144 2.6973 -0.8349 0.3 0.2 0.3 0.31
H -0.1976 3.3259 0.5018 1.8 -0.6 -1.0 0.36
```
Forces are in eV/Å.

# C3H11NO3

A cluster of 3 separate species, C3H11NO3 in total (ωB97M-V/def2-TZVPD, the Open Molecules 2025 dataset).

Output
Total charge: 0
2S+1: 1
E_HOMO in eV: -8.947

```
18
Properties=species:S:1:pos:R:3:forces:R:3:mulliken_charge:R:1
C -2.4393 -0.1374 -0.2453 -4.3 1.6 -0.4 -0.29
N -0.8231 0.4441 -0.4596 1.5 -2.1 2.0 0.00
C -0.1240 -0.7692 -0.8430 -0.1 0.5 -0.7 -0.70
C -0.2075 0.9925 0.7036 0.0 0.9 -1.0 -0.30
O -2.4856 -1.0818 0.5607 1.2 -0.2 -0.2 -0.41
H -2.7498 -0.2265 -1.2954 0.6 -0.7 -0.2 0.36
H 0.8829 -0.4369 -1.1359 0.1 0.0 -0.1 0.32
H -0.6400 -1.2551 -1.6647 -0.1 0.1 -0.1 0.38
H 0.0352 -1.4737 -0.0258 0.4 0.1 0.2 0.33
H -0.2992 0.4306 1.6358 0.3 -0.5 -0.3 0.29
H -0.4633 2.0356 0.8847 -0.5 -0.1 -0.2 0.31
H 0.8480 0.9172 0.3681 0.5 0.1 0.8 0.02
H -2.9279 0.7934 0.1133 0.7 0.3 0.2 0.29
H 2.5623 0.2676 -0.0811 0.2 0.5 -0.3 0.41
O 2.5873 1.1063 -0.7284 0.1 -0.4 0.1 -0.76
H 3.4887 1.1676 -1.0585 -0.1 0.1 -0.1 0.29
H 2.9203 -0.6607 1.5495 0.0 0.1 0.0 0.21
O 2.2303 -0.6989 0.8766 -0.5 -0.3 0.2 -0.77
```
Forces are in eV/Å.

# C3H11NO3

A cluster of 3 separate species, C3H11NO3 in total (ωB97M-V/def2-TZVPD, the Open Molecules 2025 dataset).

Output
Total charge: 0
2S+1: 1
E_HOMO in eV: -9.700
SMILES: NCCC=O.O.O

```
18
Properties=species:S:1:pos:R:3:forces:R:3:mulliken_charge:R:1
N -1.5009 -0.0490 1.2982 0.1 -1.7 -0.5 -0.54
C -0.4771 -1.1346 1.1795 -0.2 1.9 -0.1 -0.59
C 0.4179 -0.7833 -0.0268 -0.4 0.6 1.2 -0.35
C 1.8390 -0.5662 0.3740 -1.9 -4.8 0.0 -0.03
O 2.4862 0.3269 0.0363 3.3 4.4 -0.9 -0.48
H -1.0957 0.8445 1.2858 0.9 1.3 0.0 0.20
H -2.0827 -0.0904 2.0984 -0.4 -0.4 0.9 0.20
H 0.0771 -1.3486 2.1027 0.2 0.5 -0.1 0.37
H -0.9600 -2.0392 0.9792 -1.1 -1.3 -0.4 0.32
H -0.0129 -0.0512 -0.7186 0.3 0.5 0.9 0.30
H 0.4043 -1.5806 -0.7020 0.4 -1.9 -0.8 0.31
H 2.3819 -1.4743 0.8084 -0.7 0.6 0.4 0.31
O 0.9314 1.7648 -1.6349 2.5 0.8 -1.3 -0.65
H 1.1456 2.1600 -2.5450 -0.4 -0.9 2.1 0.29
H 1.8407 1.5719 -1.1906 -2.3 0.3 -1.0 0.37
O -1.7454 0.6257 -1.4476 -0.6 -1.2 -2.2 -0.69
H -1.4332 1.4617 -1.2120 1.1 2.2 0.2 0.29
H -2.2162 0.3619 -0.6850 -0.9 -0.8 1.5 0.36
```
Forces are in eV/Å.

# C3H11NO4

A structure of composition C3H11NO4 (ωB97M-V/def2-TZVPD, the Open Molecules 2025 dataset).

Output
Total charge: -1
2S+1: 2
E_HOMO (spin up / spin down) in eV: -4.594 / -3.762

```
19
Properties=species:S:1:pos:R:3:forces:R:3:mulliken_charge:R:1
C 1.1704 -0.6514 1.1077 1.1 4.1 2.4 -0.43
C 0.7677 -0.5647 -0.6741 -1.8 -0.5 -1.6 -0.67
C 0.3837 -1.7002 0.1179 0.1 -4.1 -1.5 0.66
O -1.6640 -0.0489 -2.1672 1.4 -0.3 1.2 -0.88
O 1.1194 -2.7921 -0.0471 -0.2 1.0 -0.2 -0.57
N 0.2733 0.3762 1.6082 3.3 0.3 0.1 -0.65
H 2.2592 -0.1753 0.9393 -2.3 -1.2 -0.1 0.34
H 1.2267 -1.2659 1.9959 0.6 -1.4 -0.7 0.35
H 1.4812 -0.8811 -1.4739 0.1 0.9 1.3 0.32
H 0.0327 0.2878 -0.8621 1.2 -0.9 0.5 0.26
H -0.6128 -2.0907 0.4469 0.3 2.1 0.1 0.40
H 0.7194 1.2397 1.2319 -0.7 0.9 0.0 0.49
H -0.6373 0.2850 1.2703 -2.3 0.0 -0.6 0.23
H 1.8678 3.1965 0.2032 1.3 1.9 0.0 0.11
H -2.2236 0.0562 -2.9010 -1.0 0.3 -1.4 0.16
O 1.3736 2.4174 0.2073 -1.1 -2.6 0.0 -0.92
H -3.2182 0.9768 0.1247 1.2 -0.3 -0.2 0.17
H -2.0592 0.5434 -1.1232 -0.2 -0.6 0.3 0.39
O -2.2600 0.7911 -0.0045 -1.0 0.4 0.3 -0.77
```
Forces are in eV/Å.

Values for ΔE to the lowest compared entry with this formula, charge and spin, kJ/mol, ordered as above
66.7 49.0 74.6 32.3 352.9 355.0 290.5 867.1 222.9 598.9